Entry 1:
Formula: C4H6N2O
Source: OMol25
Level of theory: ωB97M-V with the def2-TZVPD basis set

Properties
Structure (SMILES): [H]/N=C/OCCC#N
Maximum force, Eh/bohr: 0.022
Orbital gap, hartree: 0.4146
Relative energy (zero: lowest compared OMol25 entry of this formula, charge and spin), kcal per mole: 40.0
HOMO level, eV: -10.57

The geometry in ORCA input format:
```
! wB97M-V def2-TZVPD RIJCOSX def2/J DEFGRID3
* xyz 0 1
H -2.24499 1.53311 -1.20976
N -1.95055 0.56538 -1.08974
C -1.49328 0.45859 0.07720
O -1.00615 -0.71111 0.57643
C 0.19774 -1.19165 0.00448
C 1.39796 -0.38951 0.53548
C 1.61509 0.87429 -0.17779
N 1.79130 1.86164 -0.75414
H -1.44761 1.26610 0.81362
H 0.15092 -1.16698 -1.08933
H 0.28762 -2.22746 0.33792
H 1.22223 -0.17124 1.59480
H 2.31643 -0.98129 0.46952
*
```

What are the Mulliken partial charges on each atom? They are as follows, in elementary charge units:
1 H 0.269
2 N -0.591
3 C 0.087
4 O -0.414
5 C -0.459
6 C -0.389
7 C 0.218
8 N -0.411
9 H 0.443
10 H 0.359
11 H 0.293
12 H 0.264
13 H 0.332

Entry 2:
Formula: C4H6N2O
Source: OMol25
Level of theory: ωB97M-V with the def2-TZVPD basis set

Properties
Structure (SMILES): C=CN=C.N=C=O
Maximum force, Eh/bohr: 0.132
Orbital gap, hartree: 0.3624
Relative energy (zero: lowest compared OMol25 entry of this formula, charge and spin), kcal per mole: 89.0
HOMO level, eV: -8.93

The geometry in ORCA input format:
```
! wB97M-V def2-TZVPD RIJCOSX def2/J DEFGRID3
* xyz 0 1
C -0.22557 -1.46298 0.31417
C -0.26589 -0.38240 -0.43770
N -0.52662 0.87652 0.06334
C -1.49224 0.84083 0.79924
H -0.35211 -2.49541 -0.11512
H -0.19338 -1.38014 1.39116
H -0.46399 -0.61580 -1.50025
H -1.85361 1.66535 1.45454
H -1.96850 -0.14713 1.20656
N 1.69253 0.38828 -1.34940
C 1.91868 0.89729 -0.30874
O 1.83632 1.15206 0.80179
H 1.89439 0.66354 -2.31959
*
```

What are the Mulliken partial charges on each atom? They are as follows, in elementary charge units:
1 C -0.917
2 C 0.309
3 N -0.360
4 C -0.466
5 H 0.194
6 H 0.381
7 H 0.263
8 H 0.247
9 H 0.292
10 N -0.346
11 C 0.502
12 O -0.363
13 H 0.265

Entry 3:
Formula: C4H6N2O
Source: OMol25
Level of theory: ωB97M-V with the def2-TZVPD basis set

Properties
Structure (SMILES): C1=NN[C@@H]2C[C@H]2O1
Maximum force, Eh/bohr: 0.096
Orbital gap, hartree: 0.3694
Relative energy (zero: lowest compared OMol25 entry of this formula, charge and spin), kcal per mole: 118.9
HOMO level, eV: -9.01

The geometry in ORCA input format:
```
! wB97M-V def2-TZVPD RIJCOSX def2/J DEFGRID3
* xyz 0 1
C -1.14999 -0.96892 -0.37705
N -0.05269 -1.55064 -0.27381
N 1.14222 -0.95076 0.20169
C 0.86887 0.32702 -0.14204
C 0.84166 1.78285 0.31740
C -0.27088 0.80207 0.48074
O -1.43636 0.40114 -0.16729
H -2.10039 -1.46730 -0.63393
H 1.93662 -1.42445 -0.18662
H 0.74185 0.41491 -1.22711
H 0.69661 2.44168 -0.53426
H 1.22509 2.21276 1.22349
H -0.37359 0.46501 1.52725
*
```

What are the Mulliken partial charges on each atom? They are as follows, in elementary charge units:
1 C 0.018
2 N -0.421
3 N -0.300
4 C -0.071
5 C -0.704
6 C 0.176
7 O -0.395
8 H 0.373
9 H 0.288
10 H 0.266
11 H 0.255
12 H 0.296
13 H 0.220

Entry 4:
Formula: C4H6N2O
Source: OMol25
Level of theory: ωB97M-V with the def2-TZVPD basis set

Properties
Maximum force, Eh/bohr: 0.008
Orbital gap, hartree: 0.3785
Relative energy (zero: lowest compared OMol25 entry of this formula, charge and spin), kcal per mole: 85.0
HOMO level, eV: -9.36

The geometry in ORCA input format:
```
! wB97M-V def2-TZVPD RIJCOSX def2/J DEFGRID3
* xyz 0 1
C -2.32250 0.39990 0.09102
O -1.33379 -0.62136 0.14994
C -0.05417 -0.24481 0.08863
N 0.33408 1.04024 -0.01343
N 1.65765 1.08308 0.00789
C 2.12698 -0.26952 0.01846
C 1.02234 -1.12239 0.08605
H -3.28121 -0.11976 0.13838
H -2.23142 1.09105 0.93357
H -2.25068 0.96553 -0.84218
H 2.16467 0.45853 -1.02224
H 3.17098 -0.46045 0.24424
H 0.99705 -2.20003 0.11967
*
```

What are the Mulliken partial charges on each atom? They are as follows, in elementary charge units:
1 C -0.613
2 O -0.387
3 C 0.636
4 N -0.333
5 N -0.446
6 C -0.392
7 C -0.407
8 H 0.222
9 H 0.289
10 H 0.293
11 H 0.282
12 H 0.465
13 H 0.392